# 1
Molecular formula: C3H4O3Ru
Method: DFT, ωB97M-V/def2-TZVPD

```
11
Properties=species:S:1:pos:R:3:forces:R:3
Ru 1.077054 0.904690 0.647173 0.0 -1.2 0.4
O -0.777496 -0.492449 0.978817 -1.2 1.6 0.3
O -2.629938 0.074919 -0.068518 -0.3 0.5 0.3
O -0.707060 1.163340 -0.478189 -0.1 1.8 -0.5
C -1.337549 0.309988 0.182536 -0.6 -2.6 0.3
C 1.272776 -1.187474 0.368630 1.6 -0.7 0.4
C 1.870288 -1.179335 -0.899258 0.9 -0.7 -1.3
H 1.554991 -2.008665 1.049256 -0.1 0.8 0.5
H 1.563402 -1.906385 -1.671418 -0.2 0.8 0.0
H -3.035399 0.878581 -0.416921 0.1 0.0 -0.3
H 2.928348 -0.879483 -0.962830 -0.1 -0.3 -0.1
```
Forces are in eV/Å.

Properties
**Kohn-Sham gap (spin up / spin down)**: 5.695 / 8.143 eV
**Highest occupied orbital energy (spin up / spin down)**: -6.33 / -9.24 eV
**Expectation value of S²**: 12.018
**2S+1**: 7

# 2
Molecular formula: C3H6N2OS
Method: DFT, ωB97M-V/def2-TZVPD

```
13
Properties=species:S:1:pos:R:3:forces:R:3
S -0.628434 2.426015 1.717834 1.7 -2.8 0.3
O -1.066885 -1.577556 1.068687 1.2 6.1 -1.4
N -0.353860 0.216858 -0.433429 1.0 2.3 -0.9
N -0.985630 0.697122 1.787473 -0.9 -1.0 0.0
C -0.825326 -0.308433 0.778614 -1.0 -1.6 2.2
C 0.487789 -0.791320 -1.114275 -4.9 -0.5 1.5
C 1.286329 -0.846598 -2.159788 1.1 -2.6 -0.3
H -1.280035 0.341782 2.721565 0.2 0.3 -1.4
H 1.552133 -2.019258 -2.498290 -0.5 3.8 0.8
H 1.778526 0.043863 -2.564571 -0.2 -0.6 -0.2
H -0.185798 -1.576595 -0.610616 2.6 -0.8 -1.6
H 0.711371 2.071419 2.007487 -1.2 1.3 -0.4
H -0.490180 1.322701 -0.700691 0.8 -3.9 1.4
```
Forces are in eV/Å.

Properties
**Kohn-Sham gap**: 9.389 eV
**SMILES string**: C=CNC(=O)NS
**Highest occupied orbital energy**: -9.09 eV

# 3
Molecular formula: C35H50BBrF4MgN3OSeSi
Method: DFT, ωB97M-V/def2-TZVPD

```
98
Properties=species:S:1:pos:R:3:forces:R:3
Br -1.180569 1.494193 -0.312369 0.3 0.1 0.1
Se 1.042831 -1.377507 -1.307069 0.0 0.0 0.1
Si 0.050331 3.370593 -0.263569 -0.3 -0.1 0.0
Mg -0.914769 -2.318707 0.426331 1.1 0.9 -0.8
F -0.634469 -2.016207 2.297631 0.5 0.5 -0.2
F -1.025069 -2.682707 4.443131 0.2 0.3 0.6
F -0.839969 -4.216107 2.786831 0.3 -0.7 -0.2
F -2.656569 -2.874907 2.870431 -0.8 0.1 -0.2
O -2.458569 -1.010307 0.420431 0.6 0.7 -0.1
N -0.067869 -4.287607 0.130531 -0.3 0.0 0.1
N -3.686569 -2.848407 -0.135469 -1.5 0.2 -0.3
N -2.518069 -3.457307 -0.054469 0.8 -0.8 0.2
C -4.780269 -0.730307 -0.025569 -0.1 0.2 0.0
C 5.511931 -2.412507 -0.084469 0.1 0.0 0.0
C -1.402569 4.326193 2.025931 0.2 -0.1 -0.1
C -0.721269 -6.567607 0.312531 -0.3 0.4 -0.1
C 2.208231 4.257693 1.458631 -0.2 0.0 -0.2
C -3.567169 -5.665807 0.160531 0.2 0.3 -0.1
C 3.403731 -2.379407 -3.221169 -0.1 0.0 0.0
C 3.781731 -2.248107 -1.777269 0.0 0.0 0.0
C -5.833269 1.435193 -0.128869 -0.1 0.1 0.0
C 0.594231 -6.946107 0.482931 0.2 0.2 -0.1
C 4.585431 -2.030907 0.867331 0.2 0.0 -0.1
C 1.129831 2.098793 2.062631 -0.2 0.0 -0.1
C -6.032869 -1.331107 -0.089669 0.0 -0.1 0.0
C 1.189831 -4.658007 0.239431 0.6 -0.2 0.0
C -2.589269 4.571993 -0.095269 0.1 -0.1 -0.1
C 1.582631 -5.973407 0.439731 -0.2 -0.1 0.0
C 6.946931 -2.665507 0.276631 0.0 0.0 0.0
C 0.424231 3.643893 -2.162469 0.0 0.1 0.2
C 2.337531 -1.358107 1.631231 0.0 0.0 0.0
C 5.084831 -2.527107 -1.399369 0.1 0.0 0.1
C 3.270431 -1.744107 0.531031 0.0 0.1 -0.1
C 2.852231 -1.843007 -0.803269 -0.4 0.1 0.1
C 1.575531 2.980893 0.893131 -0.1 0.1 -0.2
C -7.173069 -0.551007 -0.158469 -0.2 0.0 0.0
C -7.079269 0.832493 -0.177769 -0.1 0.0 0.0
C -0.886469 3.861593 -2.924869 0.0 0.1 0.3
C 2.661731 2.220093 0.125131 -0.2 0.1 -0.1
C -2.395069 -4.729407 0.077331 -1.4 0.2 -0.2
C 1.096631 2.405993 -2.765169 0.0 -0.1 0.2
C -0.709869 6.094493 0.405831 0.1 -0.2 -0.1
C -3.538369 -1.539807 0.089531 -0.5 -1.0 -0.1
C -1.034669 -5.210107 0.164931 0.9 -1.0 0.1
C -4.694069 0.657893 -0.047969 0.1 -0.2 0.0
C -1.200069 4.650993 0.541931 0.2 -0.1 -0.1
C 1.326231 4.854293 -2.417069 -0.1 0.0 0.2
B -1.319869 -2.967807 3.141431 -0.1 -0.4 0.8
H 1.641331 -0.590107 1.305631 0.0 0.0 0.0
H -1.509269 -7.303007 0.313531 -0.1 -0.1 0.1
H 4.189831 -2.878507 -3.790669 0.0 0.0 0.0
H -3.285569 5.180193 0.480531 -0.1 0.2 0.1
H -3.570769 -6.349907 -0.688469 0.0 -0.1 0.0
H 1.536331 4.944193 -3.484269 0.0 0.0 -0.1
H -2.966169 3.555193 -0.105769 -0.1 -0.1 0.0
H 2.627131 -6.212107 0.569631 0.1 0.0 0.0
H 3.467931 1.934693 0.802131 0.1 0.0 0.2
H 2.500931 4.937593 0.660431 0.1 0.2 -0.1
H 3.219731 -1.396807 -3.658669 -0.1 0.0 -0.1
H -5.754269 2.513993 -0.148869 0.0 0.1 0.0
H 7.593631 -1.940407 -0.222169 0.1 0.0 0.0
H -1.739869 3.299393 2.152431 0.0 -0.1 0.1
H 3.095131 2.841993 -0.655369 0.1 0.0 -0.1
H 7.092631 -2.576207 1.352231 0.1 0.0 0.0
H 2.131931 2.323193 -2.454569 0.1 -0.1 0.0
H 0.648531 1.189593 1.714831 0.0 -0.1 0.0
H -1.339569 4.816293 -2.670369 -0.1 0.1 0.0
H -1.376269 6.769493 0.944431 -0.1 0.1 0.1
H 0.852231 5.779893 -2.093669 0.0 0.1 0.0
H 7.256831 -3.662607 -0.038369 0.1 0.0 0.0
H 3.100431 4.010293 2.034531 0.1 -0.1 0.0
H -8.147669 -1.019207 -0.190369 0.0 -0.1 0.0
H 2.277431 4.756293 -1.897969 0.2 0.0 0.0
H 0.293031 6.227093 0.802631 0.2 0.1 0.1
H 0.593131 1.481893 -2.491169 0.0 -0.1 0.0
H 0.430131 2.610493 2.713531 -0.1 0.0 0.1
H 0.840831 -7.984807 0.648731 0.0 -0.1 0.0
H -0.708769 6.398393 -0.638869 0.0 0.1 -0.1
H 2.479231 -2.945807 -3.303969 -0.1 0.0 -0.1
H -3.719969 1.110793 -0.008269 0.1 0.1 0.1
H 1.993331 1.811493 2.659131 0.2 0.0 0.1
H -2.589469 4.944093 -1.112569 -0.1 0.0 -0.2
H -4.472869 -5.066707 0.143131 0.0 0.0 0.0
H 2.900031 -0.990107 2.487531 0.0 0.0 0.1
H 2.274431 1.310193 -0.327469 0.0 -0.2 -0.1
H 4.896031 -1.940107 1.901931 0.0 0.0 0.1
H -2.164569 4.982993 2.450231 -0.1 0.1 0.0
H 1.082631 2.481793 -3.851769 0.0 0.1 -0.2
H 1.529531 4.783193 2.125731 -0.1 0.1 0.1
H 5.802731 -2.833807 -2.151069 0.0 0.0 -0.1
H 1.748931 -2.221707 1.949931 -0.1 0.1 0.1
H -1.599669 3.068593 -2.719369 -0.2 -0.1 0.0
H 1.925931 -3.870407 0.160931 0.1 0.1 0.0
H -7.974369 1.439893 -0.226669 0.0 0.0 0.0
H -0.491369 4.470893 2.599531 0.0 0.0 0.1
H -6.093869 -2.408707 -0.080969 0.0 0.0 0.0
H -3.539469 -6.241907 1.084531 0.0 -0.1 0.0
H -0.695169 3.870593 -3.997569 0.1 0.0 -0.2
```
Forces are in eV/Å.

Properties
**Kohn-Sham gap**: 6.542 eV
**Total charge**: -1
**Highest occupied orbital energy**: -4.36 eV

# 4
Molecular formula: C29H27N12O4Sc
Method: DFT, ωB97M-V/def2-TZVPD

```
73
Properties=species:S:1:pos:R:3:forces:R:3
Sc 1.123724 -1.407876 -0.420997 0.7 0.6 0.2
O 0.420448 -3.226095 0.187477 0.5 0.4 0.2
O 1.528953 0.091405 -1.807095 -0.5 0.8 -1.1
O -0.400033 -0.328941 0.457260 0.4 0.3 0.2
O -2.282425 -1.494546 0.264560 0.1 0.8 0.4
N 3.226969 -2.189883 -0.936582 -0.3 0.1 -0.5
N 4.840556 -2.605874 -2.298225 0.3 0.1 0.3
N -0.437789 2.000632 1.905863 -0.3 -1.5 0.1
N 3.927676 -0.310189 2.895071 -1.2 -0.3 -0.2
N 5.417456 -2.303384 -1.098013 -0.1 -0.1 -0.1
N 4.504072 -1.730364 1.036053 -0.4 0.2 0.4
N 1.817463 0.011829 2.424350 -0.2 -0.2 -0.3
N 2.310275 -0.761825 1.418975 1.0 -0.1 0.7
N 2.716470 0.272157 3.287805 1.5 -0.6 -0.7
N 3.563157 -2.530102 -2.233728 0.1 0.2 1.3
N -0.809931 -3.303757 -1.735288 -1.0 -0.5 -0.8
N -0.235406 -2.072709 -2.000689 0.6 0.3 0.1
C -1.664940 -0.470505 0.585779 -0.4 -1.1 -0.3
C -0.462549 -3.755363 -0.581753 0.2 -0.2 0.6
C -0.388773 3.683681 -0.432536 -0.2 0.1 1.2
C -1.447474 -6.497943 1.828217 -0.4 0.2 -0.7
C 0.931524 0.511365 -2.891198 0.1 -0.5 1.1
C -2.701474 -6.805221 -0.198695 1.1 0.8 0.2
C 3.609743 -0.957472 1.771795 -0.9 0.7 -0.1
C -0.072746 -0.177932 -3.506378 -0.3 -0.8 -0.1
C 0.322458 3.171543 1.979993 -0.2 -0.1 -0.7
C -4.587021 1.808511 1.188204 0.4 0.2 0.2
C 4.389474 -2.051822 -0.297710 -0.8 -0.3 -1.2
C 1.104141 5.194425 0.924868 -0.3 0.2 0.6
C -3.986621 2.964206 1.659339 0.3 -0.1 -0.1
C -0.828238 -5.369435 1.289062 0.3 -0.7 0.4
C -2.613662 3.005436 1.855337 -0.7 0.8 -0.1
C -2.408773 0.734489 1.105967 0.2 0.5 -0.3
C 1.863833 5.454055 2.058555 0.4 0.0 0.6
C 0.326642 4.028256 0.863745 0.3 0.5 -0.2
C -3.785959 0.725354 0.905504 0.2 -0.6 -0.1
C -1.116615 -4.968330 -0.001322 -0.7 -0.1 -1.0
C 1.100934 6.220668 -0.173840 0.3 -0.3 -0.5
C 1.901074 4.573761 3.138968 -0.2 -0.3 -0.6
C -0.591191 -1.464998 -3.090442 0.2 0.0 -0.2
C -2.077421 -5.685762 -0.738274 0.1 0.2 0.4
C -1.778708 1.923082 1.591428 -0.2 -0.5 0.2
C 1.311128 1.861336 -3.462481 0.2 -0.2 1.1
C -2.368787 -7.229658 1.086260 -0.3 0.1 -0.1
C -1.561768 -2.154172 -3.999701 -1.2 1.5 0.4
C 1.135041 3.422789 3.082378 0.1 -0.6 0.5
H -2.207293 3.942948 2.205435 0.3 0.0 0.1
H -1.235097 -6.765781 2.837807 0.2 -0.3 0.6
H -1.742481 -1.522675 -4.892429 0.0 -0.5 0.4
H 5.447060 -1.586165 1.283994 1.0 0.2 0.5
H -2.871648 -8.111095 1.478839 0.2 0.1 0.2
H -2.342650 -5.322119 -1.726172 0.1 -0.1 0.1
H -4.205802 -0.188119 0.475202 0.2 0.3 0.2
H -1.135707 -3.088186 -4.263764 0.1 -1.1 -0.3
H -0.065667 -4.885228 1.890707 -0.2 0.3 -0.3
H 1.216532 2.642577 3.856429 -0.2 0.5 -0.4
H -4.575276 3.849385 1.865638 0.0 0.0 0.1
H 0.862795 2.045733 -4.415849 -0.4 0.0 -0.5
H 1.625541 7.126165 0.156520 -0.2 -0.2 -0.2
H -1.441671 3.996312 -0.403353 0.2 -0.1 -0.1
H -0.445350 0.213168 -4.445692 -0.1 0.0 0.1
H -5.636612 1.733682 1.057196 -0.8 0.1 -0.2
H -3.387226 -7.328951 -0.814309 -0.7 -0.6 -0.3
H -2.511786 -2.292369 -3.418033 0.8 -0.2 -0.7
H 2.554372 4.727266 3.984657 0.1 0.2 0.0
H 2.492379 6.341476 2.102666 -0.2 0.0 -0.1
H 0.021719 1.078162 1.988706 0.3 0.8 -0.1
H 2.381562 1.912097 -3.576004 0.5 0.1 0.1
H 1.613627 5.818116 -1.063142 0.0 0.2 0.2
H 0.087723 6.462647 -0.499742 0.0 0.1 0.1
H 0.102132 4.160143 -1.260555 0.2 0.2 -0.4
H -0.366726 2.611559 -0.551203 -0.1 -0.4 -0.2
H 0.980641 2.624430 -2.741417 0.2 -0.1 -0.3
```
Forces are in eV/Å.

Properties
**Kohn-Sham gap**: 6.641 eV
**Total charge**: -2
**Highest occupied orbital energy**: -2.34 eV